Record 1
Entry from the OMol25 dataset: a molecular structure, C4H4FNO at a distorted geometry (the ωB97M-V functional and the def2-TZVPD basis).

Summary:
E_tot	-10462.7168	eV
largest force on an atom	13.28	eV/Å
2S+1	1
total charge	0
LUMO level	0.0125	Eh
HOMO level	-9.10	eV

Structure (XYZ):
```
11
Properties=species:S:1:pos:R:3:forces:R:3:lowdin_charge:R:1
F 2.638 -0.747 1.388 0.62 0.22 -1.15 0.008
O -0.662 2.177 -2.232 -0.19 -2.36 1.84 0.134
N -0.784 -0.399 0.502 3.26 0.35 -3.28 -0.027
C 1.456 -0.799 0.747 6.37 -11.62 -0.83 -0.214
C -1.009 0.135 -0.876 -1.70 -2.95 1.49 -0.133
C -0.810 1.229 -1.518 0.78 3.88 -2.12 -0.189
C 0.580 -0.021 1.006 -10.14 8.43 -0.40 -0.169
H 0.618 1.113 1.119 0.70 -1.71 0.95 0.159
H -1.676 -0.504 -1.505 0.67 0.35 0.46 0.135
H -1.492 -0.105 1.085 -1.65 0.96 1.61 0.062
H 1.140 -2.081 0.285 1.27 4.44 1.43 0.233
```
Positions in Å, forces in eV/Å.

***

Record 2
Entry from the OMol25 dataset: a molecular structure, C34H49CdN3O3S2Si4 (the ωB97M-V functional and the def2-TZVPD basis).

Summary:
E_tot	-104414.7468	eV
largest force on an atom	0.55	eV/Å
2S+1	1
total charge	-2
LUMO level	0.1486	Eh
HOMO level	-1.63	eV

Structure (XYZ):
```
96
Properties=species:S:1:pos:R:3:forces:R:3:lowdin_charge:R:1
Cd 0.401 0.633 -0.071 -0.02 -0.22 0.00 1.207
S -0.426 2.204 -2.981 0.20 -0.04 -0.26 0.807
S 4.019 3.075 -2.129 -0.01 -0.13 0.09 0.931
Si -1.996 -2.200 1.941 -0.13 0.11 0.11 0.321
Si 1.502 -2.951 1.541 0.18 0.02 0.18 0.306
Si -0.230 -1.816 0.429 -0.07 -0.29 -0.15 0.310
Si -0.987 -3.014 -1.453 -0.14 -0.05 -0.12 0.318
O 0.747 1.122 2.198 0.04 -0.13 0.51 -0.192
O -2.103 0.575 -1.142 0.01 0.05 0.01 -0.208
O 0.456 1.002 -3.024 -0.16 -0.05 -0.05 -0.572
N -0.989 2.484 0.803 -0.28 0.04 -0.30 -0.046
N 2.765 -0.706 -1.853 0.07 0.04 -0.01 0.120
N -0.317 3.152 1.820 0.04 -0.11 0.11 0.010
C -3.503 -1.114 1.580 0.10 -0.02 -0.07 -0.215
C 4.406 -0.916 -4.078 -0.01 -0.06 0.03 -0.097
C 2.174 1.908 -0.683 -0.51 0.13 -0.16 -0.243
C -5.397 1.860 -1.881 0.04 -0.02 -0.01 -0.142
C 1.681 2.192 4.640 0.08 -0.01 -0.03 -0.028
C -4.227 3.463 -0.563 -0.04 0.00 0.00 -0.097
C 3.765 -2.040 -3.573 0.01 0.04 -0.03 -0.081
C -3.116 2.621 -0.443 0.03 0.10 0.03 -0.169
C 1.521 4.349 3.609 -0.06 0.02 0.01 -0.046
C -2.070 3.076 0.460 0.00 -0.02 0.01 -0.129
C 2.005 -1.899 3.040 0.00 0.03 -0.09 -0.230
C 3.363 0.385 -2.343 -0.04 -0.09 -0.03 -0.313
C 0.552 3.504 -3.778 -0.08 -0.09 0.12 -0.247
C -1.564 1.952 -4.355 0.01 0.13 0.12 -0.246
C 3.096 1.650 -1.655 0.25 0.16 -0.01 -0.542
C 0.505 2.334 2.441 0.25 0.46 0.11 -0.556
C 2.962 -1.868 -2.457 -0.06 -0.04 -0.10 -0.171
C 2.358 2.754 5.714 0.00 -0.01 0.02 -0.105
C -5.360 3.123 -1.279 -0.02 0.08 0.02 -0.158
C 1.248 2.984 3.582 -0.06 -0.07 0.03 -0.136
C 2.213 4.910 4.671 0.00 0.00 0.01 -0.112
C -2.872 -2.887 -1.644 0.07 0.08 0.08 -0.229
C -4.324 1.006 -1.793 -0.07 -0.04 -0.11 -0.050
C 3.152 4.035 -1.008 0.07 0.02 -0.01 -0.474
C 3.125 -3.191 0.583 -0.10 0.12 -0.10 -0.242
C -2.653 -3.990 2.042 0.12 0.07 -0.04 -0.225
C 2.230 3.300 -0.327 0.09 0.01 -0.02 -0.244
C -3.110 1.350 -1.113 0.35 -0.12 -0.18 -0.460
C 2.630 4.115 5.732 0.02 0.00 0.00 -0.130
C 4.208 0.303 -3.462 -0.08 0.03 0.06 -0.060
C -0.578 -4.874 -1.415 -0.01 0.04 0.04 -0.244
C -1.519 -1.808 3.735 0.13 0.05 -0.07 -0.231
C -0.356 -2.386 -3.131 0.15 0.11 0.13 -0.223
C 1.137 -4.686 2.243 -0.06 0.06 -0.07 -0.236
H -1.178 -2.380 -3.851 -0.03 -0.04 -0.01 0.016
H 1.583 3.739 0.420 -0.05 0.03 0.02 0.063
H -0.822 -2.547 4.134 0.02 -0.03 0.02 0.002
H -6.285 1.548 -2.424 0.00 -0.01 -0.01 0.082
H -2.194 1.115 -4.073 -0.08 -0.11 0.08 0.041
H -0.973 -5.349 -0.514 -0.03 -0.01 0.03 0.005
H -3.028 -4.342 1.083 -0.07 -0.02 -0.12 -0.005
H 5.053 -0.989 -4.945 -0.01 0.00 0.00 0.092
H -2.285 4.022 0.971 -0.01 -0.02 0.02 0.102
H -3.470 -4.052 2.768 -0.02 0.04 0.03 0.017
H -1.870 -4.684 2.354 0.04 -0.02 0.04 -0.002
H -0.965 1.705 -5.232 -0.02 0.00 -0.02 0.049
H 1.869 -0.835 2.834 0.00 0.02 -0.03 -0.006
H 4.690 1.192 -3.843 0.00 0.04 -0.02 0.069
H -3.169 -3.204 -2.649 0.02 -0.04 -0.03 0.017
H 1.341 3.773 -3.076 0.00 -0.01 0.01 0.010
H -4.128 -1.546 0.797 -0.03 -0.01 -0.07 0.015
H 2.429 5.973 4.675 0.00 0.00 -0.01 0.087
H -3.185 -0.132 1.227 0.02 0.05 0.02 0.010
H 2.680 2.126 6.537 0.01 0.00 -0.01 0.089
H 3.922 -3.434 1.292 0.01 -0.05 0.03 0.016
H -4.357 0.028 -2.262 0.02 0.01 0.00 0.092
H 3.069 -3.995 -0.155 -0.02 -0.03 0.00 0.011
H 0.504 -5.035 -1.420 0.04 0.01 0.00 0.007
H -3.428 -3.483 -0.923 -0.05 -0.08 0.12 0.000
H -2.411 -1.803 4.370 -0.03 -0.01 -0.01 0.016
H 1.485 1.129 4.594 0.00 -0.03 -0.01 0.105
H -0.081 4.368 -3.983 -0.02 0.03 0.00 0.047
H 1.406 -2.136 3.920 -0.05 -0.03 0.04 0.005
H 1.998 -5.048 2.813 0.04 0.00 0.00 0.015
H 3.172 4.554 6.563 -0.01 0.00 0.00 0.083
H 0.025 -1.365 -3.057 -0.02 0.02 -0.02 -0.009
H -6.198 3.804 -1.351 -0.02 0.00 0.01 0.070
H 0.276 -4.667 2.913 -0.03 0.01 0.05 -0.006
H -2.177 2.839 -4.514 -0.01 0.02 0.00 0.051
H 2.448 -2.715 -2.013 -0.01 0.01 -0.06 0.085
H 1.171 4.960 2.787 0.00 -0.01 -0.02 0.097
H 3.057 -2.068 3.292 0.02 -0.06 0.01 0.016
H -0.999 -5.384 -2.287 -0.01 -0.02 -0.03 0.013
H -1.038 -0.830 3.801 0.01 0.03 -0.01 0.020
H 0.923 -5.407 1.450 0.00 0.00 -0.03 0.009
H 3.879 -3.015 -4.027 0.00 -0.01 0.00 0.089
H -4.117 -0.981 2.476 0.00 -0.05 0.03 0.018
H 0.440 -3.016 -3.536 0.05 -0.02 0.01 0.008
H 0.987 3.100 -4.692 -0.01 -0.01 -0.02 0.053
H -4.192 4.420 -0.049 0.01 0.01 0.01 0.092
H 3.379 5.086 -0.908 -0.01 0.02 0.02 0.045
H -3.162 -1.843 -1.515 0.03 0.05 -0.02 -0.005
H 3.401 -2.274 0.058 0.01 -0.04 0.12 0.001
```
Positions in Å, forces in eV/Å.

***

Record 3
Entry from the OMol25 dataset: a molecular structure, C24H21N2O4W (the ωB97M-V functional and the def2-TZVPD basis).

Summary:
E_tot	-38227.1525	eV
largest force on an atom	0.65	eV/Å
2S+1	1
total charge	-1
LUMO level	0.0859	Eh
HOMO level	-3.93	eV

Structure (XYZ):
```
52
Properties=species:S:1:pos:R:3:forces:R:3:lowdin_charge:R:1
W -0.579 -0.321 -0.173 -0.26 -0.39 0.34 1.666
O 0.955 -1.425 0.689 0.22 0.34 -0.03 -0.228
O 0.276 1.270 0.962 0.01 -0.35 0.04 -0.166
O 0.862 0.179 -3.646 -0.18 0.14 0.06 0.043
O 1.050 0.010 -1.411 -0.10 0.43 -0.10 -0.194
N -1.590 -2.023 0.137 0.11 0.01 -0.11 -0.215
N -2.321 0.152 1.048 0.05 -0.04 -0.17 -0.100
C 2.127 -4.604 -1.646 -0.01 -0.04 -0.01 -0.134
C -0.840 -2.294 -1.019 -0.01 -0.07 0.13 -0.286
C 3.002 -4.098 -0.699 0.00 0.02 0.02 -0.127
C -0.980 3.737 4.020 -0.08 0.00 0.02 -0.118
C -3.501 -0.654 0.697 0.02 -0.06 0.01 -0.193
C 0.844 -4.064 -1.750 -0.13 -0.07 0.07 -0.060
C 0.344 3.746 3.551 0.07 -0.06 -0.07 -0.092
C 0.435 -3.044 -0.913 0.17 0.01 0.11 -0.176
C -1.486 1.990 2.409 0.12 0.08 0.07 -0.139
C 3.091 1.904 -3.697 -0.05 0.03 0.01 -0.029
C 4.107 2.846 -3.667 0.02 0.00 0.01 -0.100
C -0.149 2.007 1.919 -0.08 0.03 -0.07 -0.336
C 2.849 2.080 -1.310 0.05 0.02 0.02 -0.011
C -2.469 1.075 1.928 -0.07 -0.06 0.01 -0.073
C 3.857 3.034 -1.283 -0.01 -0.02 0.02 -0.091
C 0.751 2.911 2.544 0.06 0.13 0.07 -0.007
C 4.489 3.417 -2.458 0.01 0.00 -0.02 -0.114
C 2.460 1.518 -2.520 -0.04 0.13 0.04 -0.117
C 1.344 -2.503 0.023 -0.02 -0.08 -0.22 -0.368
C 1.336 0.507 -2.569 0.27 -0.59 0.00 -0.567
C -1.866 2.861 3.450 0.02 0.03 -0.01 -0.066
C -3.028 -1.992 0.094 -0.03 0.03 0.04 -0.235
C -1.572 0.380 -1.647 -0.16 0.26 -0.34 -0.206
C 2.622 -3.045 0.129 -0.07 -0.08 0.18 -0.028
H 1.772 2.908 2.186 0.00 0.02 0.00 0.112
H 2.439 -5.399 -2.312 0.00 0.00 0.01 0.081
H 3.316 -2.610 0.839 0.00 0.02 -0.01 0.103
H -4.068 -0.090 -0.047 -0.05 -0.02 0.03 0.101
H 5.280 4.157 -2.434 0.00 0.00 0.00 0.090
H -3.454 1.170 2.394 0.00 -0.04 0.02 0.129
H -3.396 -2.088 -0.937 0.05 0.08 -0.03 0.105
H 2.760 1.456 -4.625 0.00 -0.01 0.00 0.111
H -2.631 0.634 -1.532 0.03 0.04 0.05 -0.023
H -1.417 -2.459 -1.928 0.06 0.10 -0.05 0.108
H 4.603 3.140 -4.585 0.00 0.00 0.00 0.091
H -4.140 -0.792 1.573 0.05 -0.01 0.02 0.107
H 1.061 4.426 3.998 0.01 0.00 -0.01 0.098
H -1.251 0.396 -2.684 -0.01 0.04 -0.07 -0.020
H 4.152 3.480 -0.340 0.01 0.00 0.00 0.093
H 4.006 -4.500 -0.620 0.00 0.00 -0.01 0.086
H -3.444 -2.827 0.670 -0.03 -0.01 -0.04 0.102
H -2.894 2.823 3.797 0.00 0.00 0.01 0.104
H 2.349 1.757 -0.405 -0.01 0.01 -0.02 0.100
H -1.286 4.401 4.817 -0.02 -0.01 -0.01 0.089
H 0.158 -4.440 -2.502 0.00 0.01 -0.01 0.100
```
Positions in Å, forces in eV/Å.

***

Record 4
Entry from the OMol25 dataset: 2 unconnected molecules or ions with the total composition C5H5N3 at a distorted geometry (the ωB97M-V functional and the def2-TZVPD basis).

Summary:
E_tot	-9728.3984	eV
largest force on an atom	7.02	eV/Å
2S+1	1
total charge	0
LUMO level	0.0020	Eh
HOMO level	-9.37	eV

Structure (XYZ):
```
13
Properties=species:S:1:pos:R:3:forces:R:3:lowdin_charge:R:1
N 0.514 -0.001 0.361 2.49 4.91 -0.70 -0.109
N 2.410 -0.967 -0.109 0.40 -2.31 0.61 -0.020
N 2.313 0.058 -0.866 0.34 6.86 -1.45 -0.031
C 1.375 -0.994 0.651 -3.13 -2.67 1.64 -0.184
C -2.616 -0.809 -0.702 1.66 -1.51 -0.39 0.021
C -1.873 -0.121 0.026 -0.49 -1.20 -1.40 -0.150
C -0.663 0.677 0.659 -5.99 2.00 -1.08 -0.200
C 1.313 0.901 -0.443 0.30 -3.21 -1.64 -0.085
H 0.829 1.989 -0.713 2.09 -3.30 0.20 0.137
H -0.948 1.062 1.734 1.05 -0.90 -2.12 0.137
H -0.708 1.862 -0.322 -0.22 -3.31 3.43 0.211
H -2.977 -1.772 -1.483 0.95 3.79 3.00 0.135
H 1.030 -1.884 1.208 0.54 0.84 -0.09 0.137
```
Positions in Å, forces in eV/Å.

***

Record 5
Entry from the OMol25 dataset: a molecular structure, C11H17AuNO2STe (the ωB97M-V functional and the def2-TZVPD basis).

Summary:
E_tot	-39080.9746	eV
largest force on an atom	0.28	eV/Å
2S+1	1
total charge	+1
LUMO level (spin up / spin down)	-0.1798 / -0.1707	Eh
HOMO level (spin up / spin down)	-10.83 / -11.47	eV

Structure (XYZ):
```
34
Properties=species:S:1:pos:R:3:forces:R:3:lowdin_charge:R:1
Au 0.668 -0.910 -0.327 0.12 -0.22 0.14 0.607
Te -1.155 -2.110 0.905 -0.01 0.07 0.01 1.184
S 3.909 -0.156 -0.969 0.00 0.04 0.09 0.876
O -0.887 0.212 2.696 0.08 0.05 -0.02 -0.075
O 2.634 -0.915 -1.318 -0.06 -0.05 -0.23 -0.686
N 0.504 1.952 3.013 0.07 0.01 0.06 0.188
C -2.865 -1.239 0.073 0.00 -0.05 -0.01 -0.623
C -3.243 -1.494 -1.241 -0.01 0.08 -0.03 -0.147
C -4.407 -0.923 -1.733 0.00 0.01 0.00 -0.071
C -0.549 1.682 0.836 -0.03 0.02 -0.08 -0.194
C 0.511 1.190 -0.123 -0.11 -0.02 0.12 -0.224
C -5.174 -0.097 -0.923 -0.02 0.00 -0.03 -0.064
C -3.636 -0.421 0.895 -0.05 -0.06 0.01 -0.160
C -0.340 1.215 2.263 -0.13 -0.02 -0.02 -0.567
C 4.973 -0.506 -2.355 0.02 0.00 0.01 -0.234
C 4.712 -1.159 0.273 0.04 -0.01 -0.06 -0.239
C -4.788 0.157 0.384 0.00 0.01 0.03 -0.067
H 4.717 -2.197 -0.058 0.00 -0.01 -0.02 0.072
H -6.079 0.348 -1.314 -0.02 0.01 -0.01 0.112
H -0.562 2.779 0.816 0.03 -0.01 -0.03 0.128
H 5.968 -0.122 -2.135 0.03 0.01 0.01 0.069
H -5.389 0.798 1.015 -0.02 0.01 0.01 0.112
H -2.642 -2.128 -1.879 0.02 -0.03 0.01 0.094
H 0.632 1.696 3.979 0.00 0.03 -0.01 0.123
H -1.535 1.340 0.520 0.05 0.02 0.01 0.100
H 0.270 1.438 -1.156 0.02 0.03 -0.05 0.066
H 0.847 2.842 2.697 0.00 0.01 0.03 0.112
H 4.993 -1.581 -2.525 0.00 -0.02 0.02 0.073
H 1.523 1.505 0.124 0.03 0.05 0.06 0.044
H 5.726 -0.792 0.423 0.02 0.02 0.00 0.068
H -4.713 -1.123 -2.751 -0.01 0.00 -0.01 0.111
H 4.564 0.009 -3.220 -0.03 0.01 0.00 0.065
H 4.148 -1.057 1.197 -0.04 0.01 0.01 0.058
H -3.335 -0.235 1.918 0.00 0.00 0.00 0.092
```
Positions in Å, forces in eV/Å.

***

Record 6
Entry from the OMol25 dataset: a molecular structure, C11H27GaNP2 at a distorted geometry (the ωB97M-V functional and the def2-TZVPD basis).

Summary:
E_tot	-84281.9001	eV
largest force on an atom	1.95	eV/Å
2S+1	1
total charge	+1
LUMO level	-0.1118	Eh
HOMO level	-10.70	eV

Structure (XYZ):
```
42
Properties=species:S:1:pos:R:3:forces:R:3:lowdin_charge:R:1
Ga -0.234 0.200 -0.919 0.96 -0.53 0.10 0.223
P 0.194 -2.326 -1.072 -0.67 -0.75 0.46 0.698
P 0.353 2.670 -0.967 -0.51 1.05 1.57 0.692
N -0.595 -0.233 1.306 0.05 1.49 1.02 -0.036
C -1.044 -3.279 -0.131 0.00 -0.39 -0.20 -0.271
C -0.453 -1.212 3.526 -0.17 0.33 -0.36 -0.038
C -0.076 -2.850 -2.807 0.11 0.15 0.14 -0.254
C -0.724 3.629 0.168 0.02 0.25 -0.20 -0.271
C 1.776 -3.091 -0.565 0.07 0.04 -0.12 -0.249
C -2.550 -0.406 2.719 0.28 0.04 0.06 -0.036
C -0.117 3.263 -2.598 -0.01 -0.19 -0.25 -0.265
C -1.840 -1.078 3.722 0.45 0.11 -0.70 -0.030
C -1.889 0.070 1.582 0.22 -0.79 0.24 -0.144
C 0.145 -0.721 2.343 -0.57 -0.48 0.10 -0.102
C 1.978 3.478 -0.697 0.18 -0.35 -0.07 -0.250
H -1.028 -2.420 -3.150 0.24 -0.18 0.04 0.049
H -0.710 4.695 -0.106 -0.13 -0.26 0.24 0.053
H 0.550 2.830 -3.340 0.08 0.00 -0.13 0.053
H 1.815 -4.172 -0.768 -0.11 0.34 0.01 0.060
H -0.099 -3.945 -2.908 0.03 0.35 0.03 0.057
H -3.621 -0.268 2.795 0.08 0.25 0.11 0.114
H 3.738 0.341 1.300 -0.37 0.51 0.09 0.034
H 0.733 -2.433 -3.420 -0.20 -0.14 0.04 0.050
H 3.306 0.956 1.417 0.35 -0.51 -0.09 0.014
H -2.030 -2.825 -0.284 0.12 -0.20 -0.04 0.046
H -2.338 -1.441 4.636 0.35 0.14 -0.66 0.128
H -1.125 2.930 -2.826 -0.17 0.05 -0.06 0.047
H 2.724 2.988 -1.335 -0.08 0.16 0.13 0.049
H 1.930 4.548 -0.957 -0.07 -0.41 0.10 0.060
H -0.818 -3.232 0.939 0.01 -0.05 -0.14 0.034
H -2.391 0.730 0.872 -0.04 -0.63 -0.01 0.087
H 1.183 0.156 -1.593 0.30 0.00 -0.42 -0.102
H -1.747 3.238 0.101 0.14 0.20 -0.02 0.037
H 0.154 -1.709 4.285 -0.03 0.39 -0.27 0.115
H -1.045 -4.327 -0.466 -0.18 0.26 0.26 0.054
H 2.297 3.365 0.348 -0.13 0.05 -0.29 0.038
H 1.244 -0.687 2.267 -0.67 -0.38 -0.36 0.108
H -0.056 4.347 -2.649 -0.03 0.07 -0.02 0.058
H -0.382 3.508 1.205 -0.04 0.04 -0.28 0.049
H -1.734 0.245 -1.391 0.23 0.08 0.05 -0.037
H 1.929 -2.929 0.506 -0.07 -0.04 -0.08 0.036
H 2.599 -2.601 -1.090 -0.02 -0.06 -0.01 0.045
```
Positions in Å, forces in eV/Å.

***

E_tot of number 6 (C11H27GaNP2)? -84281.9001 eV

***

total charge of number 4 (C5H5N3)? 0